(1)
Density functional theory data (ωB97M-V/def2-TZVPD) for a 8-piece molecular cluster, C47H61BN3O20S2 overall.

The geometry in ORCA input format:
```
! wB97M-V def2-TZVPD RIJCOSX def2/J DEFGRID3
* xyz -1 1
N -5.47 5.22 -2.70
B -4.49 4.11 -2.89
O -3.30 4.44 -3.47
C -4.81 2.66 -2.39
C -4.15 2.24 -1.24
C -4.37 0.98 -0.67
C -5.29 0.15 -1.28
C -5.95 0.55 -2.44
C -5.72 1.79 -3.01
C -6.40 2.25 -4.29
C -7.17 1.17 -5.03
C -6.37 -0.05 -5.40
O -6.90 -1.11 -5.56
O -5.04 0.11 -5.53
S -5.60 -1.43 -0.56
C -3.97 -1.79 0.04
C -3.49 -3.10 0.11
S -4.52 -4.46 -0.42
C -2.23 -3.36 0.61
C -1.45 -2.30 1.03
C -1.88 -0.98 0.96
C -0.95 0.12 1.42
C -0.60 1.02 0.22
C -0.34 0.26 -1.06
N 0.57 -0.83 -1.13
O -0.89 0.63 -2.07
C -3.18 -0.72 0.48
N -3.63 0.63 0.48
C -4.30 1.02 1.77
O -3.53 1.08 2.75
O -5.51 1.22 1.72
H -6.36 4.93 -3.09
H -5.67 5.31 -1.70
H -3.14 5.38 -3.33
H -3.44 2.89 -0.76
H -6.65 -0.14 -2.89
H -7.09 3.05 -4.03
H -5.64 2.68 -4.94
H -8.03 0.85 -4.46
H -7.54 1.59 -5.97
H -4.64 -0.67 -5.12
H -4.55 -5.14 0.73
H -1.87 -4.37 0.72
H -0.46 -2.48 1.43
H -0.03 -0.37 1.74
H -1.36 0.70 2.24
H -1.42 1.69 -0.01
H 0.27 1.62 0.49
H 0.88 -0.90 -2.09
H 0.10 -1.70 -0.92
O -4.35 -7.76 -3.05
C -5.27 -8.10 -2.38
O -5.86 -7.29 -1.46
C -6.87 -8.01 -0.73
C -7.25 -9.18 -1.63
C -5.94 -9.47 -2.36
H -6.44 -8.34 0.22
H -7.70 -7.35 -0.53
H -7.65 -10.03 -1.08
H -8.01 -8.86 -2.35
H -5.30 -10.16 -1.80
H -6.09 -9.84 -3.37
O 2.66 0.56 2.87
C 3.32 1.14 2.06
O 3.36 0.79 0.76
C 4.31 1.60 0.05
C 4.46 2.86 0.90
C 4.24 2.32 2.31
H 5.25 1.05 -0.05
H 3.93 1.82 -0.94
H 5.41 3.37 0.75
H 3.66 3.56 0.65
H 5.17 1.96 2.76
H 3.76 3.04 2.96
O -3.67 -2.58 3.45
C -3.13 -1.79 4.16
O -1.80 -1.87 4.47
C -1.45 -0.82 5.38
C -2.52 0.25 5.19
C -3.74 -0.58 4.82
H -1.45 -1.23 6.39
H -0.45 -0.46 5.14
H -2.66 0.89 6.06
H -2.26 0.89 4.34
H -4.30 -0.91 5.70
H -4.40 -0.06 4.13
O 6.27 0.54 6.21
C 5.34 -0.20 6.31
O 5.34 -1.25 7.17
C 4.14 -2.03 6.99
C 3.14 -1.09 6.34
C 4.05 -0.18 5.52
H 4.38 -2.89 6.35
H 3.82 -2.40 7.96
H 2.38 -1.60 5.76
H 2.64 -0.50 7.11
H 4.24 -0.60 4.53
H 3.66 0.82 5.43
O 6.22 -0.25 -2.96
C 5.94 0.80 -3.46
O 5.66 1.90 -2.74
C 5.26 2.98 -3.61
C 5.84 2.63 -4.97
C 5.81 1.11 -4.94
H 4.16 3.02 -3.62
H 5.64 3.92 -3.20
H 5.30 3.08 -5.79
H 6.88 2.98 -5.02
H 4.86 0.71 -5.30
H 6.63 0.66 -5.50
O 3.67 5.73 -0.90
C 2.68 6.03 -0.30
O 2.23 5.33 0.77
C 0.96 5.86 1.21
C 0.92 7.28 0.68
C 1.72 7.16 -0.62
H 0.17 5.23 0.79
H 0.91 5.81 2.29
H -0.10 7.65 0.54
H 1.43 7.95 1.37
H 1.10 6.87 -1.46
H 2.27 8.07 -0.86
O 11.41 -0.94 -1.14
C 10.48 -1.67 -0.96
O 10.51 -2.67 -0.04
C 9.31 -3.46 -0.12
C 8.28 -2.55 -0.78
C 9.16 -1.70 -1.70
H 9.52 -4.35 -0.72
H 9.02 -3.77 0.88
H 7.50 -3.09 -1.30
H 7.81 -1.91 -0.03
H 9.31 -2.16 -2.67
H 8.77 -0.69 -1.82
*
```

For the HOMO energy, the calculation gives -0.175 hartree. The LUMO energy is 1.7 eV.


(2)
Density functional theory data (ωB97M-V/def2-TZVPD) for a 3-piece molecular cluster, C16H40F4N6O5P2S overall.

The geometry in ORCA input format:
```
! wB97M-V def2-TZVPD RIJCOSX def2/J DEFGRID3
* xyz 0 1
O 4.76 -0.70 1.74
S 3.95 0.25 1.06
O 4.15 -0.05 -0.60
F 3.50 -1.26 -0.96
O 2.40 -0.16 1.26
C 1.55 0.90 0.76
C 0.55 0.36 -0.26
C -0.71 -0.16 0.34
F -0.74 -1.40 0.87
C -1.84 0.52 0.36
F -2.96 0.07 0.89
F -1.98 1.72 -0.19
H 1.09 1.46 1.58
H 2.18 1.60 0.21
H 1.03 -0.50 -0.74
H 0.38 1.09 -1.04
O -1.76 -2.00 6.31
P -2.32 -2.89 5.23
N -3.75 -2.01 4.86
C -5.02 -2.54 4.45
C -3.46 -0.77 4.13
N -2.63 -4.29 6.25
C -3.95 -4.55 6.80
C -1.66 -4.43 7.35
N -2.35 -3.87 3.75
C -2.95 -5.18 3.67
C -0.98 -3.95 3.19
H -5.03 -2.90 3.40
H -5.78 -1.76 4.53
H -5.37 -3.34 5.09
H -3.19 -0.97 3.09
H -2.63 -0.24 4.60
H -4.32 -0.10 4.15
H -4.38 -3.67 7.30
H -3.91 -5.37 7.52
H -4.65 -4.89 6.04
H -1.90 -3.76 8.19
H -0.65 -4.20 7.02
H -1.66 -5.45 7.72
H -2.49 -5.92 4.33
H -2.85 -5.54 2.64
H -4.03 -5.15 3.85
H -0.31 -4.55 3.83
H -0.55 -2.94 3.11
H -0.98 -4.38 2.19
O 1.26 2.15 -3.52
P 1.68 2.94 -4.73
N 2.59 1.74 -5.55
C 3.78 1.94 -6.35
C 1.76 0.70 -6.13
N 2.68 4.10 -3.87
C 4.13 3.93 -3.80
C 2.20 4.40 -2.52
N 1.52 4.01 -6.14
C 2.42 5.11 -6.43
C 0.12 4.51 -6.22
H 3.55 2.38 -7.34
H 4.27 0.98 -6.52
H 4.52 2.56 -5.86
H 1.24 1.05 -7.04
H 1.00 0.37 -5.42
H 2.36 -0.18 -6.39
H 4.41 2.92 -3.46
H 4.56 4.66 -3.11
H 4.62 4.14 -4.75
H 2.49 3.62 -1.80
H 1.12 4.49 -2.50
H 2.62 5.34 -2.18
H 2.42 5.88 -5.65
H 2.10 5.57 -7.36
H 3.43 4.76 -6.61
H -0.10 5.21 -5.40
H -0.58 3.67 -6.16
H -0.06 5.01 -7.17
*
```

For the HOMO energy, the calculation gives -0.303 hartree. The LUMO energy is -0.2 eV.


(3)
Density functional theory data (ωB97M-V/def2-TZVPD) for a 3-piece molecular cluster, C19H28BF16N4O6S overall.

The geometry in ORCA input format:
```
! wB97M-V def2-TZVPD RIJCOSX def2/J DEFGRID3
* xyz 1 1
C -4.96 -1.99 -4.26
C -4.83 -0.88 -3.22
S -3.41 -1.17 -2.14
C -2.37 0.33 -2.21
N -0.98 -0.08 -2.19
N -0.43 -0.59 -3.34
C 0.83 -0.96 -3.04
C 1.74 -1.61 -4.01
C 1.35 -3.10 -4.28
C 0.67 -3.79 -3.12
O 0.57 -3.23 -5.46
N 1.11 -0.69 -1.79
C 0.00 -0.15 -1.25
N -0.08 0.22 0.01
O -1.24 0.73 0.53
C 1.05 0.04 0.95
B 2.19 1.16 0.83
O 2.23 2.28 1.65
O 3.14 0.99 -0.12
H -4.33 -1.82 -5.12
H -6.00 -2.06 -4.57
H -4.71 -2.94 -3.81
H -4.77 0.08 -3.73
H -5.71 -0.89 -2.61
H -2.60 0.99 -1.40
H -2.56 0.84 -3.15
H -0.97 -0.67 -4.19
H 1.68 -1.06 -4.94
H 2.73 -1.55 -3.58
H 2.29 -3.61 -4.44
H -0.33 -3.41 -2.92
H 0.54 -4.83 -3.39
H 1.27 -3.78 -2.22
H -0.28 -2.81 -5.30
H -1.22 1.70 0.41
H 0.62 0.09 1.95
H 1.49 -0.93 0.75
H 2.89 2.12 2.34
H 3.85 1.63 0.02
C 8.52 2.62 2.48
C 7.29 2.72 1.56
C 5.94 3.08 2.19
F 5.50 2.13 3.05
F 5.00 3.16 1.20
F 7.16 1.60 0.82
F 7.54 3.74 0.70
O 8.97 1.32 2.86
C 8.55 0.69 4.00
C 7.88 -0.66 3.69
F 6.78 -0.47 2.92
F 7.49 -1.24 4.84
F 7.76 1.47 4.77
F 9.65 0.40 4.73
H 9.34 2.99 1.86
H 8.45 3.29 3.33
H 5.98 4.04 2.70
H 8.58 -1.31 3.16
C -5.20 0.40 1.45
C -5.16 -0.19 2.87
C -5.85 -1.52 3.14
F -7.18 -1.44 2.95
F -5.64 -1.87 4.42
F -5.58 0.74 3.76
F -3.84 -0.42 3.13
O -6.12 1.45 1.17
C -7.40 1.22 0.71
C -8.46 1.79 1.66
F -8.38 1.20 2.86
F -9.68 1.55 1.14
F -7.63 -0.07 0.42
F -7.52 1.90 -0.45
H -4.23 0.88 1.33
H -5.24 -0.38 0.69
H -5.45 -2.31 2.49
H -8.32 2.87 1.78
*
```

For the HOMO energy, the calculation gives -0.454 hartree. The LUMO energy is -2.7 eV.


(4)
Density functional theory data (ωB97M-V/def2-TZVPD) for C34H30MoNO2S as an isolated structure.

The geometry in ORCA input format:
```
! wB97M-V def2-TZVPD RIJCOSX def2/J DEFGRID3
* xyz -1 1
Mo 0.52 -0.53 0.71
O -0.21 0.00 2.34
C -0.63 1.05 3.15
C -1.25 2.08 2.19
C -0.27 2.63 1.19
C -0.04 3.99 1.22
C 0.78 4.60 0.27
C 1.27 3.77 -0.73
C 1.03 2.41 -0.72
C 1.57 1.60 -1.86
C 2.52 0.49 -1.40
O 1.74 -0.42 -0.71
C 3.65 1.00 -0.50
C 4.25 2.23 -0.69
C 5.29 2.65 0.13
C 5.73 1.84 1.16
C 5.13 0.61 1.37
C 4.10 0.19 0.54
C 3.14 -0.23 -2.60
C 2.99 -1.60 -2.74
C 3.55 -2.27 -3.82
C 4.27 -1.57 -4.78
C 4.44 -0.20 -4.65
C 3.88 0.47 -3.57
N 0.35 1.77 0.30
C -1.67 0.47 4.11
C -2.70 1.23 4.66
C -3.61 0.66 5.54
C -3.51 -0.68 5.88
C -2.49 -1.44 5.33
C -1.58 -0.87 4.45
C 0.55 1.65 3.92
C 0.41 2.11 5.23
C 1.48 2.71 5.89
C 2.70 2.85 5.25
C 2.85 2.40 3.95
C 1.78 1.80 3.29
H -1.68 2.92 2.73
H -2.06 1.55 1.68
H -0.53 4.57 1.99
H 0.97 5.67 0.28
H 1.84 4.17 -1.56
H 2.05 2.27 -2.57
H 0.77 1.08 -2.40
H 3.91 2.89 -1.48
H 5.74 3.63 -0.03
H 6.53 2.17 1.81
H 5.46 -0.03 2.17
H 3.63 -0.78 0.71
H 2.43 -2.14 -1.99
H 3.43 -3.34 -3.91
H 4.71 -2.09 -5.62
H 5.00 0.36 -5.38
H 4.03 1.53 -3.46
H -2.80 2.28 4.40
H -4.41 1.27 5.95
H -4.22 -1.12 6.56
H -2.40 -2.49 5.58
H -0.79 -1.47 4.00
H -0.53 1.99 5.75
H 1.35 3.05 6.91
H 3.54 3.32 5.77
H 3.79 2.50 3.43
H 1.92 1.45 2.28
C -1.27 -0.86 -0.37
H -1.01 -1.49 -1.22
H -1.74 0.06 -0.71
H -1.96 -1.42 0.26
S 1.07 -2.56 1.31
*
```

For the HOMO energy (alpha / beta), the calculation gives -0.067 / -0.108 hartree. The LUMO energy (alpha / beta) is 2.8 / 2.7 eV.


(5)
Density functional theory data (ωB97M-V/def2-TZVPD) for C5H15KNO6S as an isolated structure.

The geometry in ORCA input format:
```
! wB97M-V def2-TZVPD RIJCOSX def2/J DEFGRID3
* xyz 1 1
K -0.89 2.43 -1.60
C 1.90 0.98 -0.11
O 1.48 2.31 0.09
H 1.05 0.32 -0.30
H 2.51 0.98 -1.02
H 2.40 0.53 0.74
H 1.62 3.04 -0.53
O -1.28 0.61 0.25
S -1.49 -0.74 0.76
O -1.36 -1.87 -0.15
O -0.48 -1.09 2.03
C 0.02 -0.03 2.87
C 1.21 -0.45 3.63
C -3.01 -0.79 1.86
H -0.77 0.30 3.55
H 0.24 0.89 2.33
H 1.01 -1.20 4.39
H 1.71 0.37 4.14
H 1.88 -0.89 2.88
H -3.05 -1.70 2.46
H -3.83 -0.73 1.14
H -2.96 0.05 2.55
C 0.43 -0.28 -5.17
N 0.13 -0.71 -3.76
O 0.31 -1.84 -3.52
O -0.19 0.12 -2.84
H 0.22 -1.12 -5.82
H 1.47 0.01 -5.31
H -0.26 0.48 -5.54
*
```

For the HOMO energy, the calculation gives -0.506 hartree. The LUMO energy is -3.3 eV.


(6)
Density functional theory data (ωB97M-V/def2-TZVPD) for C26H19Cl2F12IrNO6PS2 as an isolated structure.

The geometry in ORCA input format:
```
! wB97M-V def2-TZVPD RIJCOSX def2/J DEFGRID3
* xyz 1 2
Ir 0.38 0.00 -1.15
O -1.58 -2.09 -2.06
C -2.18 -1.63 -1.23
C -3.01 -1.18 -0.21
C -4.30 -1.74 -0.18
C -5.17 -1.34 0.81
C -4.76 -0.38 1.73
C -3.48 0.17 1.68
C -2.57 -0.21 0.72
P -0.89 0.58 0.65
C -0.30 0.48 2.36
C -0.67 -0.55 3.21
C -0.19 -0.59 4.51
C 0.67 0.41 4.96
C 1.07 1.42 4.10
C 0.59 1.46 2.80
C -1.41 2.31 0.36
C -1.74 3.19 1.40
C -2.17 4.48 1.12
C -2.27 4.91 -0.20
C -1.95 4.04 -1.24
C -1.53 2.75 -0.96
H -4.59 -2.49 -0.91
H -6.16 -1.76 0.86
H -5.45 -0.06 2.50
H -3.20 0.91 2.42
H -1.32 -1.35 2.86
H -0.48 -1.40 5.16
H 1.04 0.38 5.98
H 1.75 2.19 4.44
H 0.91 2.26 2.15
H -1.65 2.88 2.43
H -2.41 5.15 1.93
H -2.59 5.92 -0.41
H -2.03 4.37 -2.26
H -1.30 2.10 -1.80
F 1.92 -3.82 -1.31
C 1.10 -4.10 -0.31
F -0.07 -4.51 -0.82
F 1.61 -5.04 0.45
S 0.76 -2.55 0.71
O 1.38 -1.50 -0.16
O -0.68 -2.44 0.79
N 1.41 -2.69 2.09
S 3.02 -2.81 2.26
O 3.32 -3.61 3.39
O 3.67 -2.99 0.99
C 3.38 -1.07 2.77
F 2.82 -0.79 3.94
F 4.69 -0.91 2.85
F 2.90 -0.21 1.85
C 0.65 -1.56 -4.49
C 0.95 -0.08 -4.30
O 0.56 0.41 -3.07
C 0.20 0.75 -5.36
F 0.32 2.06 -5.16
F -1.12 0.46 -5.29
F 0.62 0.47 -6.59
C 2.48 0.14 -4.39
F 3.01 -0.40 -5.48
F 3.05 -0.46 -3.32
F 2.82 1.43 -4.35
H -0.42 -1.73 -4.40
H 1.18 -2.14 -3.72
H 0.98 -1.90 -5.47
Cl 2.11 1.83 -0.48
C 3.77 1.07 -0.45
Cl 4.84 1.90 -1.55
H 3.63 0.03 -0.73
H 4.11 1.18 0.57
*
```

For the HOMO energy (alpha / beta), the calculation gives -0.444 / -0.438 hartree. The LUMO energy (alpha / beta) is -5.2 / -5.2 eV. As for the energy above the lowest of the compared OMol25 structures with the same formula, charge and spin: 39.61 kcal/mol.


(7)
Density functional theory data (ωB97M-V/def2-TZVPD) for one molecule with the formula C19H24N2O.

The geometry in ORCA input format:
```
! wB97M-V def2-TZVPD RIJCOSX def2/J DEFGRID3
* xyz 0 1
C 3.84 -1.34 -2.40
H 3.45 -2.29 -2.05
H 3.01 -0.64 -2.50
H 4.29 -1.49 -3.37
C 4.88 -0.82 -1.42
N 4.36 -0.71 -0.07
C 3.27 0.20 0.03
C 1.98 -0.31 0.02
C 0.86 0.52 0.10
C 1.04 1.91 0.20
C 2.34 2.42 0.21
C 3.43 1.58 0.12
H 4.43 2.01 0.12
H 2.47 3.49 0.28
O 0.02 2.76 0.29
H -0.82 2.22 0.26
C -0.46 -0.06 0.09
N -1.51 0.66 0.17
C -2.79 0.15 0.20
C -3.13 -1.05 0.82
C -4.45 -1.46 0.86
C -5.46 -0.70 0.28
C -5.13 0.52 -0.34
C -3.81 0.93 -0.36
H -3.54 1.86 -0.83
C -6.19 1.37 -0.96
H -6.94 1.66 -0.22
H -5.76 2.27 -1.38
H -6.70 0.83 -1.75
C -6.88 -1.16 0.33
H -6.95 -2.12 0.83
H -7.29 -1.27 -0.68
H -7.50 -0.45 0.86
H -4.71 -2.39 1.35
H -2.37 -1.65 1.30
H -0.50 -1.15 -0.03
H 1.85 -1.38 -0.05
C 5.40 -0.50 0.92
C 4.83 -0.54 2.33
H 4.16 0.30 2.50
H 4.28 -1.46 2.48
H 5.64 -0.49 3.06
H 6.12 -1.31 0.80
H 5.95 0.45 0.76
H 5.27 0.15 -1.78
H 5.72 -1.52 -1.39
*
```

For the HOMO energy, the calculation gives -0.293 hartree. The LUMO energy is 0.1 eV. As for the energy above the lowest of the compared OMol25 structures with the same formula, charge and spin: 16.02 kcal/mol.